1.
Density functional theory data (ωB97M-V/def2-TZVPD) for the ion C7H15N2 with charge +1.

Summary:
* SMILES: CC[N+]1=C[C@@H](C)[C@H](N)C1
* net charge: +1
* orbital gap: 8.983 eV

```
24
C7H15N2 | OMol25 | ωB97M-V/def2-TZVPD
C 0.18 0.44 1.12
C 0.10 0.43 -1.17
C 1.46 -0.20 0.85
C 1.60 0.21 -0.87
C 1.57 -1.69 1.28
C -2.87 -0.36 -0.01
C -2.03 0.91 0.01
N -0.62 0.47 0.10
N 2.31 1.48 -0.99
H 0.03 0.73 2.10
H 0.06 1.35 -1.63
H -0.15 -0.36 -1.93
H 2.38 0.43 1.25
H 1.98 -0.59 -1.32
H 0.79 -2.15 0.77
H 1.44 -1.90 2.34
H 2.52 -2.07 0.79
H -3.83 0.06 0.11
H -2.69 -0.88 -1.04
H -2.68 -1.02 0.74
H -2.08 1.66 0.82
H -1.98 1.57 -0.76
H 2.10 2.18 -0.26
H 3.27 1.25 -0.79
```

---

2.
Density functional theory data (ωB97M-V/def2-TZVPD) for the ion C7H15N2 with charge +1.

Summary:
* SMILES: CC[C@@H]1C[C@H]1/[N+](C)=N/C
* net charge: +1
* orbital gap: 9.450 eV

```
24
C7H15N2 | OMol25 | ωB97M-V/def2-TZVPD
C 1.23 1.12 0.89
C 0.42 -0.04 1.31
C 0.06 0.73 0.09
C -1.69 -0.49 2.52
C 1.10 -1.62 -2.53
C -0.42 0.84 -2.42
C -0.34 0.22 2.53
N 0.90 -0.80 -1.41
N 0.25 0.22 -1.34
H 1.04 1.95 1.62
H 2.07 1.13 0.27
H 0.84 -0.96 1.22
H -0.79 1.30 0.21
H -1.51 -1.45 2.98
H -1.92 -0.80 1.56
H -2.56 0.08 3.03
H 0.21 -1.62 -3.19
H 1.20 -2.63 -2.04
H 1.83 -1.23 -3.10
H 0.20 0.60 -3.37
H -0.56 1.95 -2.31
H -1.41 0.45 -2.66
H 0.18 -0.21 3.37
H -0.33 1.26 2.78
```

---

3.
Density functional theory data (ωB97M-V/def2-TZVPD) for the ion C7H15N2 with charge +1.

Summary:
* <S²>: 2.0324
* spin multiplicity: 3
* net charge: +1
* orbital gap (spin up / spin down): 5.419 / 6.909 eV

```
24
C7H15N2 | OMol25 | ωB97M-V/def2-TZVPD
C -2.23 1.32 -1.00
C -1.71 0.09 -0.90
C 0.75 -1.87 -0.37
C -0.57 -1.69 0.53
C 1.74 0.20 -0.89
C 2.24 1.50 -0.60
C -1.60 0.21 1.67
N 1.60 -0.77 -0.05
N -1.20 -0.38 0.37
H -2.74 1.59 -1.88
H -2.34 2.07 -0.27
H -1.65 -0.74 -1.52
H 1.24 -2.74 -0.08
H 0.47 -1.91 -1.42
H -1.08 -2.63 0.46
H -0.19 -1.63 1.51
H 1.36 0.04 -1.87
H 2.78 1.89 -1.49
H 2.89 1.57 0.30
H 1.36 2.18 -0.37
H -1.45 1.27 1.66
H -2.66 0.09 1.74
H -1.21 -0.34 2.44
H 2.03 -0.93 0.92
```

---

4.
Density functional theory data (ωB97M-V/def2-TZVPD) for the molecule C7H15N2O2PS.

Summary:
* SMILES: CC(=O)N1CCN[P@]1(=O)SC(C)C
* orbital gap: 9.841 eV

```
28
C7H15N2O2PS | OMol25 | ωB97M-V/def2-TZVPD
C -0.86 0.44 -2.45
C -1.61 2.42 0.43
C -2.06 1.93 -0.96
C -0.35 -0.98 -2.50
C 1.53 -0.76 2.43
C 2.32 -2.14 0.51
C 2.27 -0.79 1.14
N -1.37 1.28 1.26
N -1.34 0.75 -1.21
O -1.05 1.08 -3.46
O -1.15 -1.30 0.93
P -0.71 -0.03 0.43
S 1.36 0.49 0.15
H -0.71 3.16 0.41
H -2.35 3.18 0.83
H -3.16 1.72 -0.87
H -1.91 2.62 -1.76
H 0.34 -1.20 -3.38
H -1.25 -1.65 -2.69
H 0.12 -1.14 -1.52
H 0.63 -1.32 2.41
H 2.02 -1.15 3.29
H 1.24 0.27 2.84
H 1.67 -2.36 -0.42
H 2.11 -2.81 1.29
H 3.28 -2.43 0.04
H 3.18 -0.21 1.05
H -2.19 0.92 1.78
```

---

5.
Density functional theory data (ωB97M-V/def2-TZVPD) for a cluster of 2 separate species, C7H15N2OS in total.

Summary:
* net charge: +1
* orbital gap: 8.486 eV

```
26
C7H15N2OS | OMol25 | ωB97M-V/def2-TZVPD
C 2.18 0.49 -0.26
C 2.05 -0.77 -1.13
C -0.13 0.08 -0.31
C -2.12 1.38 -1.12
C -2.53 -0.85 -0.16
C 0.62 2.10 0.95
C -1.52 0.39 -0.09
N 0.89 0.92 0.16
N 1.48 -2.57 1.42
O 3.16 1.16 -0.07
S 0.36 -1.38 -1.01
H 2.26 -0.53 -2.12
H 2.91 -1.60 -0.97
H -1.60 2.26 -0.91
H -3.11 1.39 -1.01
H -2.03 0.91 -2.04
H -2.29 -1.48 -1.10
H -3.49 -0.57 -0.01
H -2.32 -1.58 0.77
H 0.33 2.80 0.13
H -0.17 2.04 1.56
H 1.57 2.28 1.46
H -1.45 0.93 0.97
H 1.64 -1.66 1.85
H 2.29 -2.94 1.01
H 1.01 -3.19 2.04
```

---

6.
Density functional theory data (ωB97M-V/def2-TZVPD) for a structure of composition C7H15N2OsS.

Summary:
* <S²>: 6.0132
* spin multiplicity: 5
* net charge: +1
* orbital gap (spin up / spin down): 6.955 / 6.693 eV

```
26
C7H15N2OsS | OMol25 | ωB97M-V/def2-TZVPD
C 0.18 -2.29 1.47
Os 0.50 0.72 -1.43
N -0.47 2.46 -0.81
N -1.65 -0.14 -0.90
H -0.29 2.93 -1.65
H -0.01 -1.64 2.32
H 1.05 -2.87 1.71
H 0.23 -1.65 0.57
H -0.52 -3.12 1.52
H -2.22 -0.04 -1.70
H -2.24 0.32 -0.16
H -1.85 -1.13 -0.63
H -1.45 2.47 -0.59
H 0.00 2.93 -0.05
S 1.94 0.66 0.03
C 3.22 -0.70 0.20
C 3.65 -1.18 1.45
C 4.50 -2.34 1.49
C 4.89 -2.92 0.25
C 4.46 -2.39 -0.94
C 3.64 -1.28 -0.97
H 3.37 -0.71 2.38
H 4.84 -2.75 2.43
H 5.54 -3.82 0.29
H 4.79 -2.85 -1.90
H 3.29 -0.84 -1.91
```

---

7.
Density functional theory data (ωB97M-V/def2-TZVPD) for the ion C7H15N3 with charge +2.

Summary:
* SMILES: CNC(C)=C=[N+]1CC[NH2+]C1
* net charge: +2
* orbital gap: 9.146 eV

```
25
C7H15N3 | OMol25 | ωB97M-V/def2-TZVPD
C -1.57 -0.37 0.09
C -0.31 -0.44 0.50
C 1.47 0.47 -0.95
C 2.93 0.55 -0.81
C 1.99 -0.32 1.25
C -2.28 -1.44 -0.61
C -3.46 0.99 0.29
N 0.85 -0.02 0.27
N 3.22 -0.50 0.34
N -2.02 0.83 0.36
H 1.02 1.38 -1.13
H 1.10 -0.11 -1.80
H 3.40 0.29 -1.75
H 3.41 1.49 -0.38
H 2.11 0.61 2.03
H 1.72 -1.24 1.85
H -3.11 -1.92 0.07
H -1.60 -2.21 -0.94
H -2.76 -1.04 -1.46
H -3.93 2.05 0.54
H -3.79 0.88 -0.74
H -4.01 0.23 1.02
H 3.24 -1.48 0.06
H 4.01 -0.01 0.82
H -1.62 1.33 1.07
```

---

8.
Density functional theory data (ωB97M-V/def2-TZVPD) for a cluster of 2 separate species, C7H15N3O2 in total.

Summary:
* SMILES: C=CN(C)C=O.CN/N=C/CO
* orbital gap: 9.409 eV

```
27
C7H15N3O2 | OMol25 | ωB97M-V/def2-TZVPD
C 2.51 -0.92 -0.21
C 4.82 -0.16 0.18
C 5.40 -1.36 0.24
C 3.12 1.47 -0.03
C -6.05 -0.31 -0.01
C -2.58 0.35 0.34
C -1.39 0.30 -0.59
H 2.71 -1.57 -1.07
H 2.56 -1.51 0.71
H 1.50 -0.49 -0.33
H 5.39 0.72 0.42
H 6.46 -1.38 0.49
H 4.89 -2.30 0.05
H 2.02 1.58 -0.16
H -6.29 0.12 -0.98
H -6.94 -0.15 0.64
H -5.88 -1.39 -0.16
H -4.70 0.19 1.53
H -2.42 0.54 1.39
H -0.87 -0.67 -0.48
H -1.78 0.36 -1.62
H -0.84 2.16 -0.48
N 3.50 0.16 -0.12
N -4.87 0.39 0.55
N -3.74 0.19 -0.20
O 3.87 2.41 0.20
O -0.40 1.30 -0.30
```

---

9.
Density functional theory data (ωB97M-V/def2-TZVPD) for a cluster of 2 separate species, C7H15N4 in total.

Summary:
* net charge: +1
* orbital gap: 8.647 eV

```
26
C7H15N4 | OMol25 | ωB97M-V/def2-TZVPD
C -1.17 2.28 0.09
C -1.05 -1.10 -1.26
C -0.53 3.15 1.03
C 1.34 -1.87 -1.51
C -0.15 -2.65 0.40
C -2.68 -1.07 -2.90
C -0.04 -1.81 -0.84
N -1.51 1.31 -0.49
N -2.24 0.82 -1.42
N -1.97 -0.47 -1.81
N 1.86 2.47 2.48
H 0.40 3.63 0.76
H -1.33 3.87 1.29
H -0.26 2.65 1.95
H 1.14 -1.91 -2.55
H 1.87 -0.86 -1.26
H 2.03 -2.73 -1.11
H 0.45 -2.18 1.13
H -1.20 -2.74 0.48
H 0.22 -3.58 0.32
H -1.98 -1.64 -3.39
H -3.52 -1.63 -2.58
H -3.00 -0.29 -3.44
H 2.75 2.24 2.12
H 1.67 1.85 3.28
H 1.94 3.38 2.96
```

---

10.
Density functional theory data (ωB97M-V/def2-TZVPD) for a cluster of 2 separate species, C7H15N4O3 in total.

Summary:
* net charge: +1
* orbital gap: 7.704 eV

```
29
C7H15N4O3 | OMol25 | ωB97M-V/def2-TZVPD
C -0.37 2.44 1.10
C 0.91 -2.76 0.29
C -0.08 -2.08 -0.68
C 2.22 -1.92 0.22
C 0.72 -0.83 -1.14
C -1.37 0.48 -2.09
C -0.09 0.47 -1.38
N 0.28 2.95 2.18
N -1.20 3.23 0.44
N 0.74 1.68 -1.52
N -0.30 1.17 0.80
O 1.91 1.55 -1.24
O 0.21 2.73 -1.84
O 1.66 -0.64 -0.15
H 0.57 -2.80 1.34
H 1.17 -3.89 0.08
H -0.38 -2.79 -1.38
H -0.95 -1.76 -0.11
H 2.80 -1.71 1.14
H 2.85 -2.41 -0.54
H 1.18 -1.13 -2.04
H -1.58 -0.46 -2.63
H -1.46 1.52 -2.49
H -2.33 0.61 -1.43
H 0.35 3.93 2.30
H 0.88 2.50 2.90
H -1.11 4.22 0.63
H -1.03 3.22 -0.61
H 0.51 0.70 1.17
```